Entry 1:
The following is a quantum chemistry calculation of a gas-phase ion, HO5S2 (charge -1) at a distorted geometry, from the OMol25 dataset.

```
8
Properties=species:S:1:pos:R:3:lowdin_charge:R:1
O 1.685 -1.178 -0.765 -0.52
S 1.532 0.252 -0.607 0.60
O 2.657 0.847 0.166 -0.58
S -0.288 0.642 0.977 0.78
O -1.059 1.433 -0.062 -0.65
O -1.132 -0.928 0.982 -0.49
O -1.810 -1.053 -0.243 -0.18
H -1.584 -0.015 -0.448 0.04
```

For the HOMO energy, the calculation gives -3.85 eV. The SMILES is O=S([O-])#S(=O)OO. The net charge is -1. The gap between HOMO and LUMO comes out at 7.535 eV. The calculation puts the lowest unoccupied orbital energy at 3.69 eV. As for the energy above the lowest of the compared OMol25 structures with the same formula, charge and spin: 383.17 kJ/mol.

---

Entry 2:
The following is a quantum chemistry calculation of a molecular structure, C9H20Br3NOV at a distorted geometry, from the OMol25 dataset.

```
35
Properties=species:S:1:pos:R:3:lowdin_charge:R:1
O 3.081 -0.290 -3.915 -0.45
V 4.557 -0.327 -3.605 0.31
C -0.118 0.131 -2.362 -0.12
C -0.689 -1.224 -2.033 -0.20
C -1.466 -1.159 -0.627 -0.17
C -0.634 -0.889 0.656 -0.09
N -1.250 0.018 1.754 -0.23
C -1.609 1.440 1.230 -0.11
C -0.390 2.241 1.123 -0.16
C 0.631 1.498 2.049 -0.14
C -0.222 0.494 2.766 -0.12
C -2.489 -0.764 2.350 0.08
H -0.812 0.955 -2.531 0.08
H 0.350 -0.033 -3.332 0.07
H 0.674 0.418 -1.670 0.07
H 0.086 -1.961 -1.822 0.11
H -1.369 -1.515 -2.835 0.11
H -2.004 -2.090 -0.450 0.10
H -2.282 -0.465 -0.831 0.09
H 0.257 -0.357 0.321 0.11
H -0.316 -1.816 1.133 0.14
H -2.147 1.979 2.009 0.14
H -2.102 1.287 0.270 0.13
H -0.269 3.255 1.505 0.12
H -0.009 2.365 0.109 0.11
H 0.955 2.145 2.864 0.12
H 1.531 1.256 1.484 0.13
H -0.795 0.830 3.630 0.14
H 0.468 -0.319 2.992 0.14
H -2.139 -1.760 2.620 0.11
H -3.163 -0.791 1.493 0.10
H -2.811 -0.112 3.162 0.10
Br 7.147 0.147 -2.659 -0.32
Br 5.158 -2.403 -5.370 -0.22
Br 4.192 -2.181 -1.478 -0.29
```

For the HOMO energy (alpha / beta), the calculation gives -7.58 / -7.59 eV. As for the spin multiplicity: 2. The net charge is 0. The gap between HOMO and LUMO (alpha / beta) comes out at 6.736 / 6.744 eV. The calculation puts the lowest unoccupied orbital energy (alpha / beta) at -0.85 / -0.85 eV. As for the energy above the lowest of the compared OMol25 structures with the same formula, charge and spin: 235.39 kJ/mol.

---

Entry 3:
The following is a quantum chemistry calculation of 3 unconnected molecules or ions with the total composition C4H14N2O2 at a distorted geometry, from the OMol25 dataset.

```
22
Properties=species:S:1:pos:R:3:lowdin_charge:R:1
N 2.385 0.629 1.456 0.06
C 1.737 0.347 0.274 -0.23
C 0.707 0.974 -0.336 -0.16
C 0.039 0.248 -1.485 -0.22
C -0.855 -0.970 -1.044 -0.24
N -1.257 -0.963 0.405 -0.03
H 2.518 -0.159 2.062 0.07
H 2.386 1.565 1.818 0.08
H 1.901 -0.627 -0.180 0.11
H 0.588 2.048 -0.212 0.10
H 0.764 -0.146 -2.198 0.10
H -0.630 0.934 -1.996 0.07
H -0.252 -1.874 -1.090 0.08
H -1.731 -0.854 -1.683 0.10
H -2.272 -0.832 0.490 0.06
H -0.989 -0.029 0.742 0.04
O 1.053 -2.300 1.769 -0.07
H 0.585 -2.817 1.103 0.03
H 0.447 -2.298 2.521 0.04
O -2.205 2.477 -1.126 -0.05
H -1.961 1.735 -0.602 -0.02
H -2.955 2.914 -0.685 0.06
```

For the HOMO energy, the calculation gives -7.79 eV. The SMILES is N/C=C/CCN.O.O. The net charge is 0. The gap between HOMO and LUMO comes out at 8.489 eV. The calculation puts the lowest unoccupied orbital energy at 0.70 eV. As for the energy above the lowest of the compared OMol25 structures with the same formula, charge and spin: 189.91 kJ/mol.

---

Entry 4:
The following is a quantum chemistry calculation of 8 unconnected molecules or ions with the total composition C22H46Cl2N5O10 at a distorted geometry, from the OMol25 dataset.

```
85
Properties=species:S:1:pos:R:3:lowdin_charge:R:1
C 6.031 -8.308 11.673 -0.06
C 4.681 -8.558 10.947 -0.80
O 3.596 -8.592 11.589 -0.15
O 4.563 -8.617 9.700 -0.13
H 5.935 -8.206 12.754 0.04
H 6.580 -7.477 11.229 0.05
H 6.593 -9.240 11.623 0.05
C 1.731 -10.596 17.256 -0.16
C 2.123 -9.185 17.506 -0.11
O 2.974 -9.428 18.558 0.10
C 3.463 -10.599 18.535 -0.64
O 4.408 -10.904 19.246 0.12
O 2.727 -11.382 17.789 0.12
H 1.633 -10.690 16.175 0.14
H 0.803 -10.894 17.745 0.14
H 1.274 -8.644 17.925 0.14
H 2.690 -8.719 16.700 0.15
C 6.745 -3.600 -0.635 -0.02
C 7.437 -4.661 0.181 -0.54
O 8.304 -5.364 -0.337 0.03
N 6.947 -4.728 1.471 0.01
C 7.334 -5.723 2.486 -0.07
H 5.984 -3.022 -0.111 0.06
H 6.189 -4.076 -1.442 0.09
H 7.425 -2.817 -0.973 0.08
H 6.213 -4.072 1.698 0.12
H 8.000 -5.383 3.279 0.08
H 7.910 -6.535 2.041 0.08
H 6.489 -6.286 2.882 0.08
C 11.497 -10.932 16.236 -0.01
C 12.660 -10.170 15.645 -0.54
O 12.725 -9.992 14.401 0.00
N 13.613 -9.736 16.458 0.00
C 14.825 -9.090 16.010 -0.08
H 10.993 -11.556 15.498 0.08
H 10.586 -10.342 16.345 0.09
H 11.748 -11.480 17.144 0.07
H 13.527 -9.969 17.437 0.13
H 15.495 -9.688 15.392 0.09
H 15.471 -8.794 16.836 0.08
H 14.559 -8.126 15.575 0.09
C 11.918 -3.715 10.815 0.01
C 11.215 -2.645 11.730 -0.57
O 11.721 -2.276 12.758 0.02
N 9.982 -2.173 11.498 0.00
C 9.078 -2.330 10.315 -0.05
H 12.093 -3.173 9.886 0.07
H 11.257 -4.581 10.807 0.08
H 12.888 -3.920 11.268 0.07
H 9.631 -1.496 12.160 0.13
H 8.069 -2.582 10.642 0.08
H 9.438 -3.046 9.576 0.08
H 9.187 -1.322 9.916 0.08
C 3.747 -15.845 10.753 0.00
C 3.912 -16.934 9.803 -0.62
O 4.941 -17.586 9.794 0.02
N 2.964 -17.296 8.960 0.00
C 3.003 -18.378 7.964 -0.05
H 2.700 -15.571 10.881 0.08
H 4.292 -14.991 10.352 0.10
H 4.173 -16.174 11.700 0.10
H 2.065 -16.937 9.250 0.13
H 4.029 -18.713 7.815 0.08
H 2.645 -17.921 7.042 0.07
H 2.349 -19.211 8.222 0.08
C 3.622 -13.195 3.658 0.00
C 2.164 -13.198 3.204 -0.59
O 1.403 -12.308 3.463 0.07
N 1.850 -14.307 2.544 -0.03
C 0.590 -14.585 1.975 -0.09
H 3.676 -13.017 4.732 0.09
H 4.220 -12.532 3.032 0.08
H 4.111 -14.160 3.522 0.06
H 2.434 -15.130 2.492 0.13
H 0.468 -15.640 1.727 0.09
H 0.608 -14.075 1.012 0.08
H -0.205 -14.099 2.542 0.09
Cl 11.835 -14.839 6.529 0.50
C 10.364 -14.891 7.534 -0.66
C 10.261 -13.645 8.428 -0.63
Cl 10.120 -12.181 7.399 0.52
H 10.453 -15.823 8.091 0.06
H 9.574 -15.096 6.810 0.06
H 11.090 -13.456 9.111 0.07
H 9.334 -13.675 9.000 0.07
```

For the HOMO energy, the calculation gives -3.30 eV. The net charge is -1. The gap between HOMO and LUMO comes out at 5.099 eV. The calculation puts the lowest unoccupied orbital energy at 1.79 eV.